Record 1
Formula: C21H47MnNO2SSi2
Source: OMol25
Level of theory: wB97M-V/def2-TZVPD

Computed properties:
2S+1: 6
HOMO (alpha / beta) in eV: -7.05 / -7.71
⟨S²⟩: 8.761
Energy relative to the best compared isomer or geometry (same formula, charge and spin) in kcal/mol: 0.0
M in Da: 488.8

The geometry in XYZ format:
```
75
Properties=species:S:1:pos:R:3:forces:R:3
O -0.51142 -1.67046 -1.25125 -0.232 -0.339 0.371
O -2.75943 -0.39398 -5.58078 -0.582 -0.359 -0.332
C 0.40301 -2.50483 -2.02682 -0.359 0.584 0.169
C 0.89048 -3.73081 -1.28974 0.132 -0.333 0.042
H 1.24206 -1.83946 -2.26464 -0.313 -0.195 0.016
H -0.10922 -2.79722 -2.95519 0.209 0.130 0.159
H 1.34124 -3.50914 -0.31529 -0.134 0.135 -0.190
H 1.66361 -4.20413 -1.89832 0.017 0.030 -0.003
H 0.10558 -4.48134 -1.15481 0.074 0.111 0.024
C -1.61612 -2.40414 -0.63451 0.641 0.221 -0.278
C -2.54137 -2.95876 -1.69176 -0.265 -0.068 -0.138
H -2.13170 -1.69189 0.02419 0.240 -0.143 -0.210
H -1.18766 -3.20637 -0.01426 -0.248 0.283 -0.066
H -2.97018 -2.15226 -2.29843 0.136 -0.147 0.076
H -3.36398 -3.50659 -1.22500 0.041 0.055 0.017
H -2.02345 -3.66044 -2.35478 -0.093 0.122 0.101
C -3.84407 0.52519 -5.78865 0.345 -0.213 0.074
C -2.69732 -1.46791 -6.53210 -0.115 0.376 0.195
C -5.03201 0.26211 -4.87639 -0.089 -0.111 0.051
H -4.18029 0.48606 -6.83883 0.250 0.171 0.201
H -3.42751 1.51716 -5.56490 -0.142 -0.167 -0.229
H -5.49689 -0.71188 -5.08056 0.158 0.263 0.103
H -5.78419 1.03711 -5.05781 0.031 -0.073 0.098
H -4.73884 0.30328 -3.81928 -0.037 -0.027 -0.263
C -3.96715 -2.30666 -6.67689 -0.009 -0.099 0.025
H -1.86958 -2.10065 -6.18407 -0.165 0.203 -0.170
H -2.44367 -1.04765 -7.52213 0.066 -0.142 0.224
H -4.29905 -2.73612 -5.71790 0.140 0.213 -0.297
H -3.73063 -3.13822 -7.35392 -0.134 0.135 0.106
H -4.79637 -1.73682 -7.12805 0.303 -0.211 0.222
H -0.87282 0.80932 -4.57122 0.677 0.865 -0.551
Mn 0.21474 0.34376 -0.18982 -0.273 -0.629 0.372
C -0.36147 1.80717 -4.66975 -0.009 -0.073 -0.395
Si 0.67022 2.23437 -6.25618 -0.328 -0.359 0.387
H -1.15971 2.55942 -4.66059 0.048 -0.008 0.358
H 0.27093 1.94100 -3.78136 -0.161 0.104 -0.111
C 1.51031 0.66823 -6.82834 0.077 -0.036 -0.137
C 1.99134 3.54669 -5.96806 0.023 0.086 0.249
C -0.41192 2.89205 -7.64991 -0.186 -0.062 -0.058
C 2.18619 -0.02345 -0.52310 0.431 0.167 -0.576
Si 3.47223 1.02840 0.34851 -0.129 -0.691 -0.464
H 2.23514 0.07418 -1.62562 0.499 0.020 0.241
H 2.28228 -1.10102 -0.29403 0.075 0.311 0.039
C 4.10105 2.33050 -0.84924 0.101 0.094 -0.082
C 4.88078 -0.12654 0.84477 0.225 0.062 0.017
C 2.91806 1.91914 1.89926 -0.067 0.250 0.139
H 0.20364 3.17215 -8.51573 -0.035 -0.090 0.189
H -0.98143 3.78544 -7.36401 0.078 -0.171 0.031
H -1.12328 2.13045 -7.99089 0.027 0.112 0.045
H 2.29348 0.37878 -6.11660 -0.126 -0.054 -0.146
H 1.96875 0.81299 -7.81558 -0.032 -0.120 0.188
H 0.77006 -0.13822 -6.89425 0.189 0.042 -0.016
H 2.55558 3.36487 -5.04611 -0.059 0.042 -0.095
H 1.57485 4.56047 -5.91423 0.009 -0.190 0.061
H 2.71504 3.54771 -6.79442 -0.185 -0.091 0.088
H 5.08648 -0.85304 0.04659 -0.023 0.171 0.160
H 4.62529 -0.68649 1.75569 0.051 0.098 -0.177
H 5.80240 0.43917 1.03854 -0.107 -0.164 0.053
H 2.56057 1.22400 2.66912 0.086 0.090 -0.085
H 2.09874 2.62124 1.69209 0.287 -0.167 0.073
H 3.76017 2.49011 2.31845 -0.131 -0.158 -0.059
H 4.97586 2.84805 -0.43262 -0.178 -0.023 -0.110
H 3.32286 3.07840 -1.05101 0.147 -0.090 0.014
H 4.39351 1.87687 -1.80507 -0.030 0.092 0.162
S -0.48002 1.81475 1.59116 -0.839 0.970 -0.198
C -0.12211 0.43634 2.53709 0.363 -1.339 -0.630
C -0.03038 0.40831 3.93402 0.072 0.178 0.197
C 0.30610 -0.76748 4.58081 -0.112 -0.081 -0.520
C 0.50577 -1.92586 3.81123 0.022 0.078 -0.539
C 0.42044 -1.84503 2.41816 -0.208 1.046 0.503
N 0.12824 -0.68227 1.78156 -0.170 -0.667 1.394
H -0.21811 1.34574 4.45285 0.092 -0.284 0.069
H 0.41222 -0.79976 5.66453 -0.087 0.011 -0.255
H 0.72882 -2.87762 4.27425 0.046 0.049 0.010
H 0.58705 -2.72086 1.79288 -0.016 0.203 0.068
```
Positions in Å, forces in eV/Å.

---

Record 2
Formula: C21H47OP3PdS
Source: OMol25
Level of theory: wB97M-V/def2-TZVPD

Computed properties:
2S+1: 5
HOMO (alpha / beta) in eV: -18.97 / -20.12
⟨S²⟩: 6.028
Net charge: +4
Energy relative to the best compared isomer or geometry (same formula, charge and spin) in kcal/mol: 1.2
M in Da: 547.0

The geometry in XYZ format:
```
74
Properties=species:S:1:pos:R:3:forces:R:3
Pd 0.01853 0.17524 -1.20781 0.520 0.640 0.578
P 1.66483 1.21112 0.25873 0.597 0.609 0.256
P -1.66295 1.59015 -0.46819 -0.815 1.060 0.247
P 0.70286 1.40568 -3.05013 0.420 0.962 -0.790
H -1.25998 -1.94664 0.08045 0.004 -0.049 -0.379
C -0.62947 -1.98180 -0.80935 1.431 -0.411 0.353
C 0.75396 -1.92372 -0.64354 -1.446 -0.613 -0.025
H 1.14868 -1.92704 0.37609 0.049 0.225 -0.502
C 1.71093 0.55584 1.95945 -0.220 -0.277 0.134
C 1.64871 3.03184 0.48011 -0.170 -0.087 -0.025
C 3.35486 0.88674 -0.33352 -0.049 -0.258 -0.139
C -3.32881 1.07094 -0.96254 0.160 -0.402 -0.091
C -1.74035 1.64743 1.35483 0.138 -0.086 0.061
C -1.63780 3.34184 -0.99553 0.216 -0.071 0.053
C 1.96433 0.46105 -3.95024 0.222 -0.214 -0.058
C 1.49782 3.05700 -2.91497 -0.140 -0.113 0.003
C -0.66655 1.67157 -4.22676 -0.115 0.115 -0.023
H -1.09554 -2.29682 -1.74656 0.013 0.238 0.450
H 1.46001 -2.12711 -1.45708 -0.240 -0.022 0.315
H 1.70507 -0.54033 1.94291 0.193 0.281 -0.016
H 0.83723 0.86754 2.54326 0.278 0.055 -0.157
H 2.62223 0.90104 2.46654 -0.197 -0.020 -0.152
H 0.75944 3.36187 1.02772 0.213 -0.056 -0.030
H 1.67503 3.54980 -0.48378 0.004 -0.167 0.339
H 2.54277 3.32491 1.04701 -0.181 -0.124 -0.049
H 3.47637 -0.18734 -0.51439 0.101 0.179 0.021
H 4.07019 1.20071 0.44067 -0.169 -0.034 -0.228
H 3.56627 1.42842 -1.26291 -0.024 -0.118 0.250
H -4.05746 1.84526 -0.69990 0.108 -0.089 -0.004
H -3.58637 0.13480 -0.45625 -0.056 0.132 -0.138
H -3.34671 0.90729 -2.04378 -0.135 0.037 0.116
H -2.44695 2.41927 1.68374 0.052 -0.158 -0.094
H -0.76091 1.85998 1.79305 -0.247 0.116 -0.138
H -2.06794 0.67091 1.72939 -0.069 0.183 -0.166
H -2.50818 3.84929 -0.55515 0.197 -0.137 -0.107
H -1.71185 3.41018 -2.08777 -0.041 -0.035 0.245
H -0.72973 3.85908 -0.66677 -0.225 -0.118 -0.063
H 1.94366 0.77882 -5.00590 0.144 -0.113 0.337
H 1.75902 -0.61800 -3.89633 0.264 0.394 -0.086
H 2.95486 0.68382 -3.51960 -0.344 -0.216 -0.226
H 1.77431 3.39855 -3.92586 -0.136 -0.156 0.257
H 2.41728 2.99924 -2.31539 -0.313 0.056 -0.266
H 0.80211 3.78772 -2.47820 0.275 -0.195 -0.166
H -0.31871 1.39138 -5.23000 -0.124 0.232 0.180
H -0.94197 2.74180 -4.21348 -0.008 -0.540 -0.110
H -1.52876 1.04241 -3.97907 0.089 0.285 -0.070
C -0.74405 -2.98270 -5.64768 0.593 0.468 0.552
C -1.75568 -2.80530 -6.61070 -1.020 -0.035 -1.103
C -1.88086 -3.68530 -7.68451 -0.701 1.519 0.644
C -0.96463 -4.73294 -7.85116 -0.369 -0.251 -0.246
C 0.11134 -4.84517 -6.95491 0.975 0.480 1.255
C 0.24015 -3.96201 -5.87805 0.716 -1.399 -0.633
S -0.70997 -1.85204 -4.30049 -0.045 -0.955 -0.522
H 0.13905 -2.45876 -3.40388 -0.249 -0.011 -0.996
H -2.42608 -1.95261 -6.48315 -0.071 -0.415 -0.221
H -2.69112 -3.51901 -8.40161 0.332 -0.175 0.265
H -1.09344 -5.44727 -8.67497 0.157 0.333 0.355
H 0.86170 -5.61694 -7.13980 -0.153 0.295 0.212
H 1.11619 -3.98934 -5.22947 -0.252 -0.287 -0.168
C -0.75836 -1.03060 5.43330 0.998 -0.289 1.039
C -1.24994 -0.98978 3.99327 -1.076 0.591 -0.883
O -0.32160 -1.56970 3.08141 -0.848 -0.534 0.396
C -0.46993 -2.97654 2.84807 0.264 -0.552 0.841
C 0.89313 -3.62484 2.82194 0.871 0.183 -0.003
H -0.70201 -2.06380 5.79549 0.006 0.188 -0.120
H -1.46664 -0.48781 6.06712 -0.102 -0.029 -0.332
H 0.22201 -0.54557 5.53826 -0.284 -0.173 -0.091
H -1.36092 0.05184 3.67236 0.340 -0.081 0.126
H -2.23233 -1.48441 3.91070 0.427 -0.236 0.020
H -1.09332 -3.42677 3.63525 -0.136 0.339 -0.285
H -0.95820 -3.11631 1.87319 -0.159 0.322 -0.026
H 1.42982 -3.40693 3.75322 -0.171 -0.213 -0.138
H 0.76789 -4.70477 2.71790 -0.077 0.072 0.070
H 1.52575 -3.28164 1.99606 -0.186 -0.075 0.097
```
Positions in Å, forces in eV/Å.